{
  "formula": "C41H45CdN7O2S3",
  "method": "ωB97M-V with the def2-TZVPD basis set",
  "symbols": ["Cd", "C", "C", "C", "C", "C", "C", "C", "S", "O", "O", "N", "C", "C", "C", "C", "C", "C", "C", "C", "N", "C", "H", "H", "H", "H", "H", "H", "H", "H", "H", "H", "H", "H", "H", "C", "N", "C", "C", "C", "N", "C", "C", "H", "H", "H", "H", "H", "H", "H", "H", "H", "H", "H", "H", "H", "H", "H", "H", "S", "N", "C", "N", "C", "C", "C", "C", "C", "C", "S", "H", "H", "H", "H", "H", "H", "C", "C", "C", "C", "C", "C", "N", "C", "C", "C", "C", "C", "C", "H", "H", "H", "H", "H", "H", "H", "H", "H", "H"],
  "positions_angstrom": [[0.011, 0.453, -0.366], [0.952, -5.121, 6.032], [0.359, -4.057, 5.145], [0.999, -3.674, 3.970], [0.478, -2.668, 3.171], [-0.702, -2.041, 3.539], [-1.350, -2.402, 4.709], [-0.820, -3.410, 5.502], [-1.398, -0.796, 2.465], [-2.102, -1.542, 1.434], [-2.243, 0.019, 3.321], [-0.180, -0.074, 1.808], [0.759, 0.681, 2.572], [0.712, 0.797, 3.953], [1.618, 1.596, 4.652], [2.545, 2.332, 3.938], [2.615, 2.246, 2.550], [3.441, 3.159, 1.774], [3.560, 3.015, 0.454], [2.982, 1.831, -0.250], [1.823, 1.283, 0.469], [1.773, 1.365, 1.823], [1.600, -5.789, 5.463], [0.173, -5.721, 6.505], [1.555, -4.676, 6.828], [1.924, -4.156, 3.675], [0.995, -2.351, 2.275], [-2.257, -1.883, 4.989], [-1.327, -3.694, 6.420], [-0.065, 0.286, 4.505], [1.561, 1.663, 5.732], [3.219, 3.015, 4.448], [3.951, 3.960, 2.303], [4.161, 3.694, -0.141], [2.618, 2.139, -1.236], [-4.530, 0.197, 0.677], [-3.531, 0.825, -0.167], [-3.815, 0.577, -1.570], [-3.502, 2.248, 0.115], [-2.399, 3.043, -0.560], [-1.036, 2.791, -0.095], [-0.118, 3.601, -0.902], [-0.910, 3.159, 1.316], [-5.537, 0.619, 0.490], [-4.268, 0.334, 1.725], [-4.557, -0.875, 0.486], [-4.686, 1.166, -1.921], [-4.052, -0.473, -1.721], [-2.952, 0.803, -2.194], [-3.446, 2.380, 1.196], [-4.462, 2.703, -0.210], [-2.637, 4.108, -0.374], [-2.424, 2.909, -1.639], [-0.405, 4.665, -0.863], [-0.140, 3.263, -1.937], [0.891, 3.491, -0.510], [-1.343, 4.159, 1.490], [0.140, 3.180, 1.596], [-1.410, 2.434, 1.956], [4.393, 0.685, -0.584], [-2.134, -2.451, -1.318], [-0.855, -2.836, -1.026], [0.088, -2.017, -0.710], [1.264, -2.711, -0.403], [2.444, -2.132, 0.036], [3.526, -2.951, 0.304], [3.441, -4.335, 0.152], [2.265, -4.928, -0.282], [1.184, -4.101, -0.552], [-0.422, -4.534, -1.065], [-2.415, -1.714, -0.675], [-2.797, -3.209, -1.305], [2.560, -1.057, 0.142], [4.447, -2.472, 0.615], [4.302, -4.958, 0.368], [2.189, -6.002, -0.401], [2.024, -2.259, -4.443], [0.903, -1.860, -5.173], [0.126, -0.793, -4.760], [0.436, -0.078, -3.584], [1.575, -0.482, -2.891], [2.356, -1.553, -3.295], [-0.378, 0.942, -3.084], [-0.677, 1.917, -4.003], [-1.908, 2.609, -4.023], [-2.162, 3.646, -4.909], [-1.218, 4.047, -5.844], [0.000, 3.366, -5.864], [0.265, 2.341, -4.981], [2.628, -3.097, -4.770], [0.627, -2.397, -6.075], [-0.749, -0.501, -5.329], [1.875, 0.096, -2.024], [3.235, -1.805, -2.714], [-2.697, 2.295, -3.357], [-3.129, 4.138, -4.875], [-1.419, 4.858, -6.533], [0.767, 3.656, -6.575], [1.230, 1.850, -5.006]],
  "charge": -2,
  "homo_ev": -0.8,
  "homo_lumo_gap_ha": 0.17027
}